[1]
The following is a DFT calculation (ωB97M-V with the def2-TZVPD basis set) of a structure of composition C12H23CoN3O3.

Output
Molar mass in g mol⁻¹: 316.267
E_HOMO (spin up / spin down) in eV: -15.737 / -16.062
Gap between HOMO and LUMO (spin up / spin down) in eV: 8.306 / 8.290
2S+1: 4
Total charge: +2
<S²>: 3.76
Lowest unoccupied orbital energy (spin up / spin down) in Ha: -0.2731 / -0.2856

Each line ends with the natural charge from an NBO analysis.
CARTESIAN COORDINATES (ANGSTROEM)
Co  0.183  -0.302  0.386  1.597
O  -0.488  -1.251  -1.263  -0.733
C  -0.194  -1.166  -2.491  0.728
O  1.581  0.464  -0.786  -0.736
C  1.516  0.556  -2.036  0.951
O  2.278  1.411  -2.686  -0.396
N  0.740  -0.194  -2.902  -0.452
C  2.042  1.237  -4.142  -0.090
C  1.111  0.067  -4.298  -0.249
H  3.007  1.047  -4.611  0.243
H  1.601  2.157  -4.530  0.235
H  1.627  -0.808  -4.709  0.237
H  0.219  0.289  -4.879  0.248
C  -0.790  -2.002  -3.521  -0.394
C  -1.949  -2.689  -3.366  -0.134
H  -0.255  -2.098  -4.479  0.252
H  -2.600  -2.504  -2.513  0.219
H  -2.273  -3.405  -4.126  0.247
C  -2.559  -0.767  0.939  -0.433
N  -1.399  -0.475  1.804  -0.545
C  -1.261  -1.528  2.831  -0.439
C  -1.480  0.861  2.451  -0.251
C  -0.189  1.132  3.232  -0.252
N  1.006  0.999  2.368  -0.510
C  1.320  2.258  1.669  -0.437
C  2.153  0.541  3.152  -0.424
H  -2.598  -0.008  0.150  0.204
H  -3.509  -0.743  1.489  0.229
H  -2.425  -1.763  0.491  0.224
H  -1.110  -2.496  2.342  0.225
H  -0.411  -1.321  3.483  0.218
H  -2.155  -1.580  3.471  0.226
H  -1.645  1.641  1.683  0.215
H  -2.320  0.852  3.160  0.234
H  -0.230  2.165  3.624  0.232
H  -0.082  0.447  4.091  0.226
H  1.563  3.082  2.351  0.219
H  2.180  2.089  1.009  0.230
H  0.463  2.570  1.068  0.192
H  1.844  -0.342  3.713  0.208
H  2.989  0.299  2.488  0.221
H  2.499  1.280  3.896  0.216

[2]
The following is a DFT calculation (ωB97M-V with the def2-TZVPD basis set) of a structure of composition C12H23N2O2P2SZn.

Output
Molar mass in g mol⁻¹: 386.733
E_HOMO in eV: -11.473
Gap between HOMO and LUMO in eV: 8.106
2S+1: 1
Total charge: +1
ΔE to the lowest compared entry with this formula, charge and spin in kJ/mol: 0.00
Lowest unoccupied orbital energy in Ha: -0.1237

Each line ends with the natural charge from an NBO analysis.
CARTESIAN COORDINATES (ANGSTROEM)
Zn  0.030  0.431  -0.616  1.479
P  1.593  -1.359  -0.689  0.734
C  0.534  -2.731  -0.071  -0.761
C  -0.539  -2.165  0.852  0.241
N  -0.770  -0.840  0.912  -0.624
C  -1.456  -0.325  1.950  0.254
C  -2.039  -1.140  2.913  -0.236
C  -1.915  -2.514  2.799  -0.110
C  -1.144  -3.016  1.761  -0.237
C  -1.563  1.186  2.115  -0.777
P  -1.095  2.144  0.629  0.753
H  -0.944  -4.074  1.664  0.236
H  -2.521  -0.670  3.763  0.240
H  -2.380  -3.173  3.522  0.244
H  -2.595  1.483  2.353  0.255
H  -0.914  1.575  2.917  0.270
H  0.051  -3.262  -0.882  0.273
H  1.175  -3.474  0.456  0.262
H  -1.594  -1.185  -3.743  0.459
O  -1.927  -2.086  -3.881  -0.920
H  -2.671  -2.076  -3.268  0.465
H  2.332  2.828  -3.058  0.204
O  0.343  1.716  -2.027  -1.289
H  -0.474  1.724  -2.552  0.447
C  -2.721  2.579  -0.114  -0.928
H  -3.363  3.015  0.673  0.242
H  -2.554  3.294  -0.941  0.263
H  -3.185  1.664  -0.527  0.243
C  -0.296  3.683  1.166  -0.930
H  0.203  4.121  0.289  0.276
H  -1.055  4.365  1.571  0.245
H  0.449  3.428  1.932  0.256
C  3.040  -1.613  0.417  -0.921
H  3.535  -2.571  0.184  0.248
H  3.729  -0.773  0.261  0.257
H  2.717  -1.619  1.469  0.249
C  2.175  -1.873  -2.334  -0.933
H  2.906  -1.121  -2.662  0.263
H  2.629  -2.875  -2.277  0.248
H  1.316  -1.852  -3.020  0.260
S  3.037  2.003  -2.199  0.088
C  3.710  3.167  -1.203  0.010
N  4.213  3.982  -0.502  -0.298

[3]
The following is a DFT calculation (ωB97M-V with the def2-TZVPD basis set) of a cluster of 2 separate species, C12H23N3O4 in total.

Output
Molar mass in g mol⁻¹: 273.333
E_HOMO in eV: -4.002
Gap between HOMO and LUMO in eV: 1.692
2S+1: 1
Total charge: 0
ΔE to the lowest compared entry with this formula, charge and spin in kJ/mol: 910.28
Lowest unoccupied orbital energy in Ha: -0.0849

Each line ends with the natural charge from an NBO analysis.
CARTESIAN COORDINATES (ANGSTROEM)
C  -2.337  2.733  -3.647  -0.360
C  -1.432  1.922  -3.130  -0.226
C  -1.851  1.014  -1.969  -0.449
C  -0.673  0.116  -1.387  0.092
C  0.408  1.179  -1.062  -0.428
C  1.404  0.728  0.016  -0.086
O  2.723  1.267  -0.178  -0.569
C  3.282  1.241  1.103  0.639
O  3.844  0.328  1.497  -0.454
N  -0.206  -0.882  -2.359  -0.636
C  -0.662  -2.084  -1.814  0.693
N  -0.057  -3.224  -1.955  -0.693
N  -1.846  -1.856  -1.031  -0.659
C  -1.367  -0.648  -0.230  0.251
O  -0.566  -1.237  0.743  -0.534
C  -1.132  -1.012  2.056  -0.064
C  -0.042  -1.160  3.162  -0.431
C  0.372  0.230  3.748  -0.622
H  -2.053  3.708  -4.042  0.217
H  -3.379  2.401  -3.642  0.195
H  -0.417  1.926  -3.529  0.214
H  -2.764  0.426  -2.173  0.204
H  -2.115  1.685  -1.139  0.231
H  0.991  1.335  -1.982  0.237
H  -0.011  2.156  -0.796  0.224
H  1.040  1.136  0.981  0.173
H  1.486  -0.364  0.114  0.200
H  3.129  2.142  1.731  0.116
H  -0.446  -0.725  -3.335  0.426
H  0.942  -3.297  -2.119  0.446
H  -0.613  -4.073  -1.954  0.436
H  -2.522  -1.627  -1.765  0.377
H  -2.326  -0.220  0.087  0.219
H  -1.948  -1.737  2.221  0.182
H  -1.539  0.006  2.158  0.170
H  0.829  -1.662  2.729  0.241
H  -0.516  -1.742  3.962  0.217
H  0.021  1.047  3.101  0.180
H  1.471  0.281  3.787  0.248
H  0.019  0.380  4.774  0.220
O  5.576  -1.142  4.033  -1.226
H  5.282  -0.698  3.237  0.388

[4]
The following is a DFT calculation (ωB97M-V with the def2-TZVPD basis set) of a structure of composition C12H24Br12.

Output
Molar mass in g mol⁻¹: 1127.172
E_HOMO in eV: -7.918
Gap between HOMO and LUMO in eV: 7.857
2S+1: 1
Total charge: 0
ΔE to the lowest compared entry with this formula, charge and spin in kJ/mol: 1912.30
Lowest unoccupied orbital energy in Ha: -0.0022

Each line ends with the natural charge from an NBO analysis.
CARTESIAN COORDINATES (ANGSTROEM)
Br  -1.090  0.594  1.185  0.135
C  -0.989  -0.307  -0.557  -0.446
C  0.465  -0.236  -1.159  -0.543
Br  0.479  -1.278  -2.837  -0.025
H  -1.642  0.232  -1.244  0.202
H  -1.338  -1.320  -0.360  0.186
H  1.237  -0.641  -0.504  0.214
H  0.790  0.784  -1.363  0.239
Br  -4.635  -0.410  4.465  -0.046
C  -2.968  0.144  3.623  -0.472
C  -3.187  0.437  2.156  -0.471
Br  -3.557  -1.203  1.119  0.017
H  -2.371  -0.763  3.712  0.217
H  -2.548  1.002  4.149  0.226
H  -2.339  0.991  1.754  0.159
H  -3.904  1.237  1.972  0.223
Br  6.549  0.245  -2.446  -0.036
C  4.719  0.237  -3.213  -0.416
C  3.864  0.520  -1.997  -0.495
Br  2.010  0.896  -2.601  0.078
H  4.487  -0.742  -3.634  0.231
H  4.666  1.094  -3.885  0.232
H  4.255  1.400  -1.485  0.247
H  3.979  -0.380  -1.392  0.222
Br  2.644  1.295  -0.016  0.012
C  1.479  2.831  0.591  -0.430
C  0.720  3.596  -0.532  -0.440
Br  -0.690  2.470  -1.317  0.001
H  2.157  3.500  1.122  0.234
H  0.791  2.479  1.359  0.215
H  1.370  3.742  -1.395  0.241
H  0.154  4.447  -0.152  0.247
Br  -0.788  1.218  4.672  -0.049
C  0.291  0.408  3.111  -0.402
C  1.327  -0.455  3.740  -0.448
Br  0.546  -2.097  4.571  -0.026
H  0.800  1.251  2.644  0.218
H  -0.384  -0.206  2.515  0.211
H  1.756  0.141  4.546  0.235
H  2.021  -0.724  2.944  0.234
Br  -3.421  -4.029  -4.988  -0.032
C  -2.771  -4.070  -3.134  -0.430
C  -2.463  -2.567  -2.836  -0.458
Br  -2.465  -2.440  -0.854  0.065
H  -1.863  -4.669  -3.068  0.225
H  -3.539  -4.562  -2.537  0.233
H  -3.128  -1.799  -3.229  0.230
H  -1.477  -2.293  -3.211  0.237

[5]
The following is a DFT calculation (ωB97M-V with the def2-TZVPD basis set) of a structure of composition C12H24CdClF6O16P.

Output
Molar mass in g mol⁻¹: 717.135
E_HOMO in eV: -10.049
Gap between HOMO and LUMO in eV: 10.396
2S+1: 1
Total charge: 0
ΔE to the lowest compared entry with this formula, charge and spin in kJ/mol: 0.00
Lowest unoccupied orbital energy in Ha: 0.0127

Each line ends with the natural charge from an NBO analysis.
CARTESIAN COORDINATES (ANGSTROEM)
Cd  19.829  -2.582  -9.525  1.819
P  18.073  0.671  -10.109  2.615
F  17.098  1.904  -10.368  -0.572
F  18.267  1.064  -8.551  -0.584
F  16.819  -0.272  -9.688  -0.594
F  19.058  -0.644  -9.835  -0.658
F  17.947  0.185  -11.629  -0.586
F  19.373  1.541  -10.473  -0.585
Cl  20.890  -5.800  -8.385  2.558
O  21.892  -5.283  -7.492  -0.848
O  20.520  -4.720  -9.317  -0.991
O  21.388  -6.899  -9.158  -0.823
O  19.713  -6.184  -7.658  -0.854
C  20.763  -0.314  -12.901  -0.275
O  22.051  -0.919  -12.709  -0.467
C  22.156  -1.906  -11.875  1.028
O  21.233  -2.435  -11.277  -0.767
O  23.389  -2.378  -11.847  -0.485
C  23.526  -3.690  -11.322  -0.268
H  20.863  0.332  -13.766  0.203
H  20.522  0.313  -12.043  0.223
H  19.963  -1.036  -13.049  0.210
H  24.531  -4.013  -11.573  0.199
H  22.822  -4.359  -11.818  0.200
H  23.352  -3.736  -10.250  0.216
C  15.933  -3.191  -8.393  -0.274
O  16.547  -3.617  -7.162  -0.467
C  17.819  -3.341  -6.990  1.052
O  18.584  -2.976  -7.863  -0.791
O  18.145  -3.544  -5.738  -0.468
C  19.541  -3.709  -5.452  -0.275
H  15.558  -4.060  -8.925  0.187
H  16.560  -2.552  -9.006  0.228
H  15.089  -2.557  -8.113  0.205
H  19.794  -4.753  -5.639  0.226
H  19.717  -3.452  -4.415  0.197
H  20.162  -3.114  -6.119  0.202
C  21.794  -0.001  -6.251  -0.264
O  22.804  -0.510  -7.133  -0.500
C  22.495  -1.474  -7.972  1.055
O  21.364  -1.837  -8.187  -0.744
O  23.517  -2.072  -8.540  -0.491
C  24.797  -1.448  -8.711  -0.263
H  22.091  -0.249  -5.235  0.197
H  20.812  -0.391  -6.500  0.221
H  21.762  1.083  -6.336  0.207
H  24.850  -1.030  -9.714  0.202
H  25.572  -2.172  -8.496  0.209
H  24.915  -0.618  -8.013  0.206
C  16.628  -2.973  -13.965  -0.255
O  17.824  -2.806  -13.206  -0.494
C  18.044  -3.603  -12.173  1.044
O  18.498  -3.207  -11.130  -0.724
O  17.832  -4.878  -12.437  -0.494
C  17.817  -5.768  -11.308  -0.264
H  16.671  -2.195  -14.720  0.210
H  15.731  -2.792  -13.370  0.191
H  16.565  -3.960  -14.418  0.195
H  17.147  -5.414  -10.529  0.191
H  18.822  -5.871  -10.902  0.225
H  17.486  -6.717  -11.714  0.204

[6]
The following is a DFT calculation (ωB97M-V with the def2-TZVPD basis set) of a cluster of 6 separate species, C12H24Cl12 in total.

Output
Molar mass in g mol⁻¹: 593.760
E_HOMO (spin up / spin down) in eV: 0.612 / -8.158
Gap between HOMO and LUMO (spin up / spin down) in eV: 1.332 / 10.034
2S+1: 2
Total charge: -1
ΔE to the lowest compared entry with this formula, charge and spin in kJ/mol: 1.71
<S²>: 0.75
Lowest unoccupied orbital energy (spin up / spin down) in Ha: 0.0714 / 0.0689

Each line ends with the natural charge from an NBO analysis.
CARTESIAN COORDINATES (ANGSTROEM)
Cl  8.913  -6.826  12.478  -0.078
C  8.684  -5.157  11.858  -0.411
C  8.328  -4.154  12.966  -0.420
Cl  6.755  -4.635  13.762  -0.105
H  7.876  -5.035  11.137  0.221
H  9.597  -4.892  11.325  0.229
H  8.162  -3.176  12.515  0.223
H  9.110  -3.984  13.707  0.215
Cl  5.025  -0.128  5.969  -0.053
C  4.715  1.568  6.147  -0.437
C  6.044  2.190  6.583  -0.378
Cl  6.487  1.700  8.301  -0.075
H  4.078  1.661  7.027  0.227
H  4.296  1.978  5.228  0.227
H  6.062  3.279  6.575  0.220
H  6.838  1.867  5.908  0.219
Cl  4.389  -3.362  11.206  -0.032
C  4.213  -2.978  9.504  -0.418
C  5.352  -2.175  9.053  -0.398
Cl  6.898  -2.960  9.503  -0.071
H  3.266  -2.504  9.246  0.220
H  4.141  -3.953  9.023  0.213
H  5.195  -1.173  9.453  0.228
H  5.414  -2.133  7.966  0.230
Cl  12.772  4.760  11.519  -0.092
C  12.014  3.183  11.846  -0.472
C  11.034  3.006  10.705  -0.374
Cl  9.534  4.007  11.065  -0.110
H  11.554  3.192  12.834  0.231
H  12.703  2.341  11.788  0.221
H  10.747  1.955  10.694  0.214
H  11.382  3.286  9.711  0.222
Cl  10.256  -1.472  8.135  -0.064
C  9.172  -0.342  8.936  -0.413
C  9.420  -0.566  10.447  -0.408
Cl  8.451  0.615  11.446  -0.130
H  8.122  -0.538  8.721  0.222
H  9.401  0.700  8.710  0.214
H  10.483  -0.367  10.586  0.220
H  9.162  -1.607  10.643  0.219
Cl  15.753  -1.915  12.476  -0.131
C  14.471  -2.597  13.586  -0.434
C  13.129  -1.867  13.460  -0.696
Cl  12.454  -1.970  11.818  -0.078
H  14.981  -2.466  14.540  0.222
H  14.391  -3.658  13.347  0.217
H  13.129  -0.817  13.750  0.205
H  12.433  -2.388  14.117  0.200